(1)
This record from the OMol25 dataset describes C5H6NO as an isolated structure. The level of theory is ωB97M-V with the def2-TZVPD basis set.

The geometry in XYZ format:
```
13
Properties=species:S:1:pos:R:3:forces:R:3
C -1.04470 -1.94286 -0.08278 0.4 -1.0 0.0
C -2.18064 -1.27062 -0.11580 -0.5 2.9 0.4
C -1.39560 0.58234 0.33973 1.9 -0.1 0.3
C -0.33275 -0.61025 0.28580 0.2 0.5 0.2
C 0.82324 -0.40867 -0.67592 0.5 -0.1 -0.1
N -2.59114 -0.09957 0.02823 -1.9 -2.1 -0.6
O -4.56627 0.63487 -0.29316 -0.2 0.1 0.0
H -1.47812 1.09347 1.31133 -0.1 -0.1 -0.1
H -1.20088 1.36889 -0.40352 -0.1 -0.2 0.0
H 0.04616 -0.83726 1.29409 0.0 -0.1 0.0
H 1.39384 0.46342 -0.35102 0.0 0.0 0.0
H 0.47460 -0.24315 -1.69185 -0.1 0.1 -0.1
H 1.47279 -1.28204 -0.67318 0.0 0.1 0.0
```
Positions in Å, forces in eV/Å.

Net charge: +1
HOMO energy (spin up / spin down): -16.07 / -16.06 eV
HOMO-LUMO gap (spin up / spin down): 7.637 / 7.637 eV
Relative energy (zero: lowest compared OMol25 entry of this formula, charge and spin): 13.066 eV

=====

(2)
This record from the OMol25 dataset describes an isolated ion of composition C5H6NO and charge +1. The level of theory is ωB97M-V with the def2-TZVPD basis set.

The geometry in XYZ format:
```
13
Properties=species:S:1:pos:R:3:forces:R:3
C 0.64650 1.09145 -0.13127 0.8 -1.0 0.2
C 1.63829 0.38785 0.05043 -0.6 1.3 -0.1
C -0.77154 1.23561 -0.22112 -1.5 0.4 -1.3
C -0.81939 -1.17122 -0.01201 -1.5 -1.7 2.4
C 2.82837 -0.16891 0.03195 -0.8 0.7 -0.1
N -1.46115 0.13072 0.36606 0.3 -2.7 2.2
O 3.84310 -0.61834 -0.01831 1.7 -0.9 0.0
H -1.13705 2.12474 0.17215 -0.3 1.9 1.3
H -1.12497 1.44640 -1.26586 0.7 -0.8 0.3
H -0.86705 -1.21789 -1.04621 0.2 -0.1 -2.2
H 0.25085 -1.16324 0.30680 -1.0 -0.8 0.0
H -1.38813 -2.20136 0.33289 1.3 3.1 -0.3
H -1.63781 0.12418 1.43451 0.6 0.7 -2.4
```
Positions in Å, forces in eV/Å.

Net charge: +1
HOMO energy: -14.23 eV
HOMO-LUMO gap: 7.620 eV
Relative energy (zero: lowest compared OMol25 entry of this formula, charge and spin): 4.894 eV

=====

(3)
This record from the OMol25 dataset describes an isolated ion of composition C5H6NO and charge +1. The level of theory is ωB97M-V with the def2-TZVPD basis set.

The geometry in XYZ format:
```
13
Properties=species:S:1:pos:R:3:forces:R:3
C -0.74457 0.16002 -0.52250 2.5 -2.5 -2.2
C -1.78488 1.61762 1.23189 4.1 -4.2 -5.7
C -2.82371 0.12665 -1.46812 0.2 0.0 -1.4
C 0.43495 -0.49480 -0.49860 0.6 1.3 2.1
C 1.48140 -0.41794 0.61121 -3.7 1.9 1.5
N -1.16975 0.97982 0.44546 -3.4 3.2 4.3
O -1.53876 -0.08619 -1.66351 -0.5 1.1 1.6
H -2.43283 2.05441 1.88143 -1.5 1.4 1.9
H -3.12494 -0.05559 -2.52020 -0.8 -0.1 0.3
H 0.82908 -1.18278 -1.23444 -1.0 0.1 -0.7
H 1.30138 -1.36787 1.08931 0.9 -0.6 0.3
H 1.28155 0.38797 1.46860 0.6 -1.5 -2.2
H 2.35512 -0.29031 0.05423 2.0 0.0 0.0
```
Positions in Å, forces in eV/Å.

Net charge: +1
HOMO energy: -13.60 eV
HOMO-LUMO gap: 7.865 eV
Relative energy (zero: lowest compared OMol25 entry of this formula, charge and spin): 6.836 eV

=====

(4)
This record from the OMol25 dataset describes an isolated ion of composition C5H6NO2 and charge -1. The level of theory is ωB97M-V with the def2-TZVPD basis set.

The geometry in XYZ format:
```
14
Properties=species:S:1:pos:R:3:forces:R:3
C 1.00348 -1.45010 0.07652 1.1 -0.8 0.5
C 2.28063 -0.82922 0.03242 -2.6 -2.3 0.7
C 0.96200 0.97663 -0.32817 -3.4 -3.4 1.0
C -0.00791 -0.42990 0.03821 3.2 3.6 -1.6
C -1.82758 1.03373 -0.02728 -1.7 -1.7 -5.6
N -1.29196 -0.30500 -0.00794 -0.7 -0.8 1.1
O -2.21237 -1.28350 0.02636 0.3 -0.3 0.0
O 2.23713 0.47038 0.01640 1.5 0.9 -0.3
H 0.86224 -2.55304 0.30583 0.2 1.6 -0.6
H 3.23461 -1.39684 0.07850 -0.6 0.9 -0.1
H 0.57807 1.73585 0.37092 1.0 0.2 0.1
H -1.56210 1.64758 0.74140 0.2 1.4 2.6
H -1.31610 1.47678 -0.93662 -0.4 0.1 0.7
H -2.94014 0.90667 -0.38653 2.1 0.5 1.5
```
Positions in Å, forces in eV/Å.

Net charge: -1
HOMO energy: -2.01 eV
HOMO-LUMO gap: 5.990 eV
Relative energy (zero: lowest compared OMol25 entry of this formula, charge and spin): 4.277 eV
SMILES string: CN([O-])c1ccoc1

=====

(5)
This record from the OMol25 dataset describes a 2-piece molecular cluster, C5H6NO2S overall. The level of theory is ωB97M-V with the def2-TZVPD basis set.

The geometry in XYZ format:
```
15
Properties=species:S:1:pos:R:3:forces:R:3
C 1.55459 -0.36500 1.34018 1.1 -1.5 1.8
C 1.63705 2.18876 0.91222 -1.3 -3.5 -1.1
C -0.63667 -0.89699 -0.40227 0.1 -0.1 -0.1
C 1.48963 0.71332 0.47500 -1.4 2.2 1.2
C -0.69000 0.49941 0.13503 1.0 -1.4 0.9
N 1.68307 -1.33764 1.97286 -0.3 0.9 -0.4
O 1.04270 2.63918 2.01920 1.9 3.0 -1.6
O 2.09827 2.92513 0.09770 0.8 1.8 -0.5
S -1.42397 0.67211 1.60593 -0.9 0.2 1.5
H -1.57031 -1.36863 -0.07597 0.3 -0.3 -0.5
H -0.38072 -1.04638 -1.45495 -0.4 0.4 -0.2
H 0.19192 -1.34193 0.12728 -0.3 -0.8 0.2
H 2.00164 0.47655 -0.41602 0.6 0.3 -1.1
H -0.80415 1.31875 -0.47451 0.3 1.7 -1.8
H 0.72055 2.01130 2.59052 -1.5 -2.9 1.7
```
Positions in Å, forces in eV/Å.

Net charge: -1
HOMO energy: -3.79 eV
HOMO-LUMO gap: 7.444 eV
Relative energy (zero: lowest compared OMol25 entry of this formula, charge and spin): 1.763 eV

=====

(6)
This record from the OMol25 dataset describes an isolated ion of composition C5H6NO2S and charge +1. The level of theory is ωB97M-V with the def2-TZVPD basis set.

The geometry in XYZ format:
```
15
Properties=species:S:1:pos:R:3:forces:R:3
C 0.40145 -1.71491 -0.49023 1.2 1.6 -0.2
C 1.65316 -1.26707 -0.32147 1.0 -3.9 -1.1
C -0.82420 -0.96471 -0.19374 1.8 2.4 0.3
C 2.01859 -0.03220 0.21197 -0.4 1.0 -0.3
C -1.69027 1.26785 0.44644 -2.6 0.1 0.3
N -0.66285 0.40940 -0.10076 0.5 0.7 0.1
O -1.87102 -1.41729 0.06486 -2.3 -1.9 0.4
O 2.84163 0.37153 0.88447 0.8 1.1 0.8
S 0.60846 1.28982 -0.79965 0.5 -0.2 0.4
H 0.16209 -2.57829 -0.99497 0.1 -2.4 -0.7
H 2.63164 -1.90771 -0.53166 -2.3 1.1 0.4
H -1.07707 2.08345 1.02490 -2.2 -1.2 -0.9
H -2.39909 1.58419 -0.42120 1.5 0.4 1.5
H -2.49514 0.63021 1.05666 2.4 1.4 -0.7
H 0.70262 2.24573 0.16438 0.0 -0.2 -0.1
```
Positions in Å, forces in eV/Å.

Net charge: +1
HOMO energy: -14.32 eV
HOMO-LUMO gap: 8.349 eV
Relative energy (zero: lowest compared OMol25 entry of this formula, charge and spin): 1.707 eV

=====

(7)
This record from the OMol25 dataset describes an isolated ion of composition C5H6NO3PS2 and charge -2. The level of theory is ωB97M-V with the def2-TZVPD basis set.

The geometry in XYZ format:
```
18
Properties=species:S:1:pos:R:3:forces:R:3
C 1.70776 1.64288 0.01139 -2.5 -4.5 3.6
C 0.86737 0.27371 0.80725 7.1 1.9 -3.1
C -0.34891 0.63405 1.10800 -5.5 1.0 2.5
C -1.50900 -2.01378 0.86874 0.6 -1.1 2.0
C -0.75773 1.85073 -1.11762 -0.4 -0.2 -3.4
N 2.30507 2.50241 -0.42678 1.5 2.1 -1.3
O 3.14818 -0.80099 -0.20162 1.8 -0.5 -0.6
O 1.45737 -2.35722 0.59129 0.5 -1.6 -0.3
O 0.79162 -0.78286 -1.42085 2.0 -2.3 -0.1
P 1.69658 -1.09782 -0.20370 -4.9 4.1 0.5
S -1.44190 -0.50997 1.88403 -0.3 0.7 0.8
S -1.18078 2.23058 0.59114 1.2 -2.0 -0.2
H -2.07368 -1.87987 0.00813 0.0 0.8 -2.4
H -2.22029 -2.78306 1.32217 1.4 0.7 0.5
H -0.40747 -2.27367 0.84763 -1.7 -0.6 -0.7
H -1.68789 1.94584 -1.80131 0.9 -0.7 1.1
H -0.20334 0.76233 -1.27060 -1.6 2.9 0.4
H -0.14298 2.65670 -1.59728 0.0 -0.7 0.7
```
Positions in Å, forces in eV/Å.

Net charge: -2
HOMO energy (spin up / spin down): 2.77 / -0.81 eV
Multiplicity: 3
HOMO-LUMO gap (spin up / spin down): 2.720 / 4.704 eV

=====

(8)
This record from the OMol25 dataset describes a single C5H6NOP molecule. The level of theory is ωB97M-V with the def2-TZVPD basis set.

The geometry in XYZ format:
```
14
Properties=species:S:1:pos:R:3:forces:R:3
C -0.99434 1.44590 1.12344 0.4 0.2 0.3
C -1.24863 0.14181 0.60917 1.6 -1.3 -0.8
C 0.18816 1.78302 0.60462 1.0 1.8 -0.6
C -0.21923 -0.31826 -0.14712 -2.1 -2.7 -0.8
C 0.73497 0.75735 -0.38031 -2.2 0.4 3.3
N 1.31809 -2.50264 -1.26513 -2.9 -2.7 0.3
O -1.04819 -3.34609 -0.55829 1.2 3.8 0.2
P -0.08156 -2.16735 -0.69318 -0.6 -1.7 0.1
H -1.56692 1.96370 1.88631 0.0 0.0 -0.4
H -2.00640 -0.52686 0.76577 -2.3 -1.1 0.9
H 0.68477 2.76087 0.68351 -0.2 -0.5 0.2
H 0.70809 1.24377 -1.27294 0.0 0.9 -3.1
H 1.67668 0.50005 -0.11191 3.3 -0.7 0.6
H 1.85449 -1.73526 -1.24394 2.9 3.6 -0.2
```
Positions in Å, forces in eV/Å.

HOMO energy: -9.59 eV
HOMO-LUMO gap: 9.171 eV
Relative energy (zero: lowest compared OMol25 entry of this formula, charge and spin): 1.022 eV

=====

(9)
This record from the OMol25 dataset describes a single C5H6NOP molecule. The level of theory is ωB97M-V with the def2-TZVPD basis set.

The geometry in XYZ format:
```
14
Properties=species:S:1:pos:R:3:forces:R:3
C -0.92780 -1.76553 1.22284 0.9 1.7 0.7
C -1.48976 0.84541 -0.09266 -0.1 -0.3 3.1
C -0.27664 0.97747 -0.96360 -1.1 -2.4 0.7
C 0.75664 -0.10631 -0.72361 -1.2 0.6 2.8
C 1.24771 -0.03126 0.78607 -0.1 -1.2 -0.6
N -1.35407 -2.76139 0.85461 -0.4 -1.0 -0.4
O -2.61686 1.19197 -0.02470 2.0 -0.7 -0.7
P -0.28655 -0.15268 1.84048 -1.1 -0.5 -1.4
H -0.67435 0.66616 -1.88786 -0.3 1.3 -2.1
H 0.06960 1.91995 -0.65304 0.5 1.7 -0.7
H 0.28585 -1.03099 -1.06020 0.4 -0.4 0.7
H 1.59705 0.04458 -1.28767 2.0 0.6 -1.9
H 2.11489 -0.80422 0.88725 -1.7 1.4 0.4
H 1.55429 1.00685 1.10207 0.3 -1.0 -0.8
```
Positions in Å, forces in eV/Å.

HOMO energy: -8.44 eV
HOMO-LUMO gap: 8.439 eV
Relative energy (zero: lowest compared OMol25 entry of this formula, charge and spin): 1.428 eV

=====

(10)
This record from the OMol25 dataset describes a single C5H6NP molecule. The level of theory is ωB97M-V with the def2-TZVPD basis set.

The geometry in XYZ format:
```
13
Properties=species:S:1:pos:R:3:forces:R:3
C 0.44332 0.93979 1.35973 0.6 1.2 2.3
C -0.63372 0.15199 1.54416 1.8 0.7 -0.3
C 1.04115 0.87076 0.06910 -3.8 -3.3 -2.3
C 0.19915 -0.02479 -0.67751 0.4 0.8 1.4
C -0.87003 -0.55298 0.26389 -1.1 0.5 0.1
N 0.32184 -0.62491 -1.95592 1.4 1.1 -1.5
P -0.68605 -1.61404 -2.96133 1.1 1.2 1.6
H 0.89000 1.57460 2.16160 -0.5 -0.5 -0.7
H -1.13649 0.11279 2.48569 -0.6 -0.3 0.1
H -0.63701 -1.60116 0.31164 -0.3 -0.8 0.3
H -1.97807 -0.42693 0.09630 1.2 -0.3 -0.9
H 1.20444 -0.23891 -2.42284 -1.7 -0.9 0.7
H 1.84147 1.43379 -0.27453 1.4 0.7 -0.6
```
Positions in Å, forces in eV/Å.

HOMO energy (spin up / spin down): -7.40 / -7.44 eV
HOMO-LUMO gap (spin up / spin down): 6.462 / 6.478 eV
Relative energy (zero: lowest compared OMol25 entry of this formula, charge and spin): 2.477 eV

=====

(11)
This record from the OMol25 dataset describes a single C5H6NPS2 molecule. The level of theory is ωB97M-V with the def2-TZVPD basis set.

The geometry in XYZ format:
```
15
Properties=species:S:1:pos:R:3:forces:R:3
C -2.09481 -0.43421 -0.16937 -2.3 -0.4 -2.5
C -1.38932 -0.00539 -1.29724 -0.6 -0.5 -2.1
C -1.46659 -0.41688 0.99448 0.4 -0.5 4.2
C -0.10161 0.36359 -1.23417 -0.7 0.0 -0.2
C -0.15710 -0.05612 1.09045 -2.5 -0.9 2.7
N 0.50150 0.33016 0.01716 3.9 0.5 -1.4
P 2.19437 0.26735 0.04485 -0.3 2.8 -0.5
S 0.39668 -0.01978 2.69405 1.3 0.2 1.1
S 3.10249 0.38041 1.72886 -0.2 1.0 1.6
H -3.09098 -0.83874 -0.27306 0.0 0.2 0.0
H -1.89370 -0.10479 -2.27424 0.5 0.4 0.5
H -1.93406 -0.69038 1.98779 0.3 0.2 -1.5
H 0.55962 0.68387 -2.00753 -0.1 0.1 -0.7
H 3.00527 -0.71742 -0.28088 0.4 -2.4 -2.2
H 2.36822 1.25833 -1.02115 0.1 -0.7 0.9
```
Positions in Å, forces in eV/Å.

HOMO energy (spin up / spin down): -5.78 / -8.32 eV
Multiplicity: 3
HOMO-LUMO gap (spin up / spin down): 6.373 / 6.687 eV

=====

(12)
This record from the OMol25 dataset describes a single C5H6O molecule. The level of theory is ωB97M-V with the def2-TZVPD basis set.

The geometry in XYZ format:
```
12
Properties=species:S:1:pos:R:3:forces:R:3
C -0.13022 1.41942 0.23868 0.0 0.1 0.0
C -0.11997 -0.09216 0.46469 0.0 0.1 0.0
C -1.38258 -0.74521 -0.09599 -0.3 0.1 -0.4
O -2.06273 -0.24849 -0.95721 0.3 -0.2 0.4
C 1.03721 -0.74010 -0.16706 0.4 -0.2 -0.2
C 1.98435 -1.24194 -0.71507 -0.4 0.2 0.2
H 0.78377 1.87178 0.63118 -0.1 -0.1 -0.1
H -0.21326 1.63825 -0.82770 0.0 0.0 0.1
H -0.98988 1.86749 0.74555 0.1 -0.1 -0.1
H -0.08759 -0.31745 1.53974 0.0 0.0 -0.1
H -1.64835 -1.72736 0.34032 0.1 0.0 -0.1
H 2.82926 -1.68423 -1.19714 -0.2 0.1 0.1
```
Positions in Å, forces in eV/Å.

HOMO energy: -9.86 eV
HOMO-LUMO gap: 10.781 eV
Relative energy (zero: lowest compared OMol25 entry of this formula, charge and spin): 1.867 eV
SMILES string: C#C[C@@H](C)C=O

=====

| no. | F_max (eV Å⁻¹) |
| --- | --- |
| 1 | 3.0 |
| 2 | 3.5 |
| 3 | 8.2 |
| 4 | 6.1 |
| 5 | 3.9 |
| 6 | 4.2 |
| 7 | 8.0 |
| 8 | 4.6 |
| 9 | 3.2 |
| 10 | 5.5 |
| 11 | 4.3 |
| 12 | 0.6 |